Molecular formula: C3H20O9
Method: DFT, the ωB97M-V functional and the def2-TZVPD basis

Each line ends with the Löwdin spin population.
CARTESIAN COORDINATES (ANGSTROEM)
O 2.48819 1.89881 -0.07053  0.7274
C 1.68294 1.44393 -0.89592  0.0696
O 2.07447 0.73400 -1.89078  0.0476
C 0.20988 1.73333 -0.75871  0.0749
C -0.26693 2.54436 -1.97560  0.0234
H 3.04960 0.67422 -1.93489  0.0016
H 0.10321 2.38345 0.11907  0.0007
H -0.27616 0.74787 -0.78112  0.0111
H -0.34856 1.92991 -2.84947  0.0010
H 0.42821 3.33008 -2.25152  0.0041
H -1.20795 3.02157 -1.78043  0.0066
H -0.36627 -2.32975 -1.61676  0.0000
H -0.11368 -1.75244 -3.01974  0.0001
O -0.81086 -1.92091 -2.37794  0.0002
H -2.99885 -0.93014 2.11577  0.0000
H -2.81525 -0.77396 0.63421  0.0000
O -2.49260 -0.39761 1.47131  0.0001
H 0.39008 -1.93589 2.15519  0.0000
H -1.05267 -1.60735 1.80604  0.0000
O -0.41518 -2.37327 1.84830  0.0000
H 0.44517 -2.58956 0.36345  0.0000
H 1.28631 -3.67002 -0.45960  0.0000
O 0.93559 -2.76328 -0.49377  0.0001
H -4.08738 -1.80833 -1.53434  0.0000
H -2.57509 -1.66820 -1.40173  0.0000
O -3.39409 -1.66305 -0.88653  0.0000
H 1.83871 3.06085 2.16812  -0.0016
H 2.82796 2.12160 2.72580  -0.0004
O 1.86228 2.34371 2.82736  0.0342
H 1.17009 0.55650 2.28009  -0.0006
H 1.30257 -0.06508 3.68837  0.0000
O 1.12626 -0.27539 2.77629  -0.0003

Forces on the atoms, in the same order (eV/Å):
-0.1 0.2 0.3
-0.5 -0.4 -0.5
0.3 0.1 -0.2
0.1 0.9 -0.1
0.9 0.1 -0.4
0.0 -0.3 -0.1
-0.4 -0.8 0.2
0.0 0.1 0.7
-0.2 -0.5 -0.4
0.2 0.3 0.1
-0.5 0.0 0.4
0.5 -0.3 0.0
-0.1 -0.1 0.0
-0.4 0.5 -0.1
0.3 0.6 -0.2
-0.2 0.1 -0.2
-0.2 -0.7 0.4
0.0 0.1 0.5
0.5 -0.8 0.0
-0.4 0.8 -0.5
0.2 -0.6 -0.5
-0.3 0.5 0.1
0.0 0.0 0.5
-0.2 0.0 0.0
0.0 -0.1 -0.2
0.3 0.1 0.0
-0.5 0.1 0.6
-1.2 -0.1 0.7
1.8 0.3 -1.4
0.0 -0.2 0.8
0.0 0.3 0.4
0.1 -0.3 -1.0

E_tot: -21854.1319 eV
Spin multiplicity: 2
HOMO-LUMO gap (spin up / spin down): 0.3318 / 0.1351 Ha
⟨S²⟩: 0.7553
Relative energy (zero: lowest compared OMol25 entry of this formula, charge and spin): 0.0 kcal per mole
F_max: 2.33 eV/A
Net charge: +1

***

Molecular formula: C26H38N5O3PSTi
Method: DFT, the ωB97M-V functional and the def2-TZVPD basis

Each line ends with the Mulliken charge.
CARTESIAN COORDINATES (ANGSTROEM)
Ti 0.10494 -0.42337 -0.20214  -0.3956
C 3.09388 1.78264 -0.54474  -1.1909
C 2.81826 1.53672 0.91036  0.8638
C 3.60186 2.16752 1.86713  -1.1604
C 3.35619 1.93914 3.21021  -0.8898
C 2.32914 1.08598 3.56547  -1.2460
C 1.58071 0.48418 2.55866  0.4666
N 1.82096 0.70273 1.25007  0.9918
C 0.42799 -0.37407 2.85770  0.3084
C 0.17810 -0.90891 4.11318  -0.9351
C -0.97832 -1.65316 4.32694  -1.3831
C -1.88674 -1.78795 3.28976  -1.0664
C -1.59012 -1.22976 2.04944  0.2815
N -0.40875 -0.59400 1.81151  1.3036
C -2.54078 -1.22139 0.93513  0.8707
C -3.83116 -1.73530 1.07287  -1.0482
C -4.73172 -1.58774 0.03776  -1.1410
C -4.32876 -0.90864 -1.10065  -0.9877
C -3.03014 -0.43752 -1.21079  0.4004
C -2.65879 0.28006 -2.47165  -1.4629
N -2.12881 -0.61664 -0.22017  1.8279
H 3.36796 2.82336 -0.70933  0.5268
H 2.22539 1.56266 -1.16529  -0.2936
H 3.93893 1.18074 -0.89341  0.3765
H 4.38911 2.83652 1.55205  0.5648
H 3.94722 2.43004 3.97022  0.4659
H 2.09763 0.91816 4.60538  0.4600
H 0.88268 -0.75642 4.91581  0.5064
H -1.17934 -2.09392 5.29181  0.4755
H -2.81191 -2.31531 3.45757  0.5293
H -4.14354 -2.21681 1.98431  0.5411
H -5.73618 -1.97387 0.12888  0.4851
H -5.01264 -0.73549 -1.91947  0.6095
H -3.41245 1.03759 -2.68549  0.5102
H -2.65148 -0.41497 -3.31438  0.3921
H -1.69419 0.76756 -2.42142  -0.3204
C 1.16838 -3.45995 -0.05007  -1.2009
C 2.27244 -2.48918 0.33490  -0.4404
N 2.29013 -1.33073 -0.57735  0.0140
C 2.79099 -1.65487 -1.92811  -1.0653
C 2.04253 -0.89921 -3.01473  -0.7285
S 0.24020 -0.95696 -2.82285  0.0375
C -0.08572 -2.75110 -2.80868  -0.8378
C -0.77883 -3.21447 -1.53732  -0.8604
N -0.11171 -2.75291 -0.29996  0.2072
H 1.44591 -4.01271 -0.94867  0.3954
H 1.04786 -4.20774 0.73596  0.4594
H 2.11350 -2.10709 1.34807  0.2262
H 3.23346 -3.01532 0.33608  0.5546
H 2.89918 -0.63805 -0.16492  0.1663
H 3.86035 -1.43482 -2.00301  0.4540
H 2.69826 -2.72855 -2.09119  0.4063
H 2.28448 0.16481 -3.00936  0.3645
H 2.30527 -1.28158 -4.00129  0.5677
H -0.71402 -2.99044 -3.66626  0.6612
H 0.85743 -3.27205 -2.96576  0.4424
H -1.80227 -2.83556 -1.51234  0.3070
H -0.84092 -4.30832 -1.55578  0.4433
H -0.74144 -2.99709 0.46265  0.3164
C -2.52843 2.53465 0.82093  -0.7371
O -1.90681 2.59527 -0.47216  -0.2717
P -0.36244 2.12687 -0.58855  1.5187
O -0.05261 2.56635 -2.09276  -0.3412
C -0.56090 3.72755 -2.78851  -0.9200
O 0.41175 3.13876 0.38428  -0.0902
C 0.32089 4.57180 0.27753  -0.8704
H -2.40889 3.48720 1.33609  0.3170
H -2.09122 1.73898 1.42857  0.1335
H -3.58609 2.33660 0.65982  0.2622
H -1.05742 3.37937 -3.69135  0.2974
H 0.28475 4.35693 -3.05502  0.2919
H -1.26852 4.27867 -2.17459  0.3988
H 0.72273 4.97718 1.20190  0.2548
H -0.71467 4.88934 0.15700  0.3462
H 0.91730 4.91802 -0.56655  0.2832

Forces on the atoms, in the same order (eV/Å):
0.7 0.2 -0.3
0.0 0.0 -0.1
0.0 0.0 0.1
-0.1 -0.1 0.1
0.0 0.0 -0.1
-0.1 -0.1 -0.2
0.2 0.2 0.0
-0.3 0.0 0.1
-0.2 -0.2 0.0
-0.2 -0.1 -0.1
0.1 0.1 -0.2
0.3 0.1 0.1
0.2 0.0 0.2
-0.4 -0.2 0.2
-0.4 0.0 -0.3
0.2 0.1 -0.1
0.1 0.1 -0.1
-0.1 -0.1 0.1
0.0 0.0 0.0
0.0 0.0 0.0
0.1 -0.1 0.4
0.0 0.0 0.0
0.0 0.0 0.0
0.0 0.0 0.0
0.0 0.0 0.0
0.0 0.0 0.0
0.0 0.0 0.0
0.0 0.0 0.0
0.0 0.0 0.0
0.0 0.0 0.0
0.0 0.0 0.0
-0.1 0.0 0.0
0.0 0.0 0.0
0.0 0.0 0.0
0.0 0.0 0.0
0.0 0.0 0.0
0.1 0.0 0.0
0.1 -0.1 0.1
-0.2 0.0 0.0
0.0 0.0 0.0
0.0 0.0 0.0
0.1 0.0 0.1
0.0 0.0 0.0
-0.2 -0.1 0.0
-0.1 0.1 0.1
0.0 0.0 0.0
0.0 0.0 0.0
0.0 0.0 -0.1
0.0 0.0 0.0
0.1 0.0 0.0
-0.1 0.0 0.0
0.0 0.0 0.0
0.0 0.0 0.0
0.0 0.0 0.0
0.0 0.0 0.0
0.0 0.0 0.0
0.0 0.0 0.0
0.0 0.0 0.0
0.0 0.1 0.0
-0.1 0.0 0.0
0.2 0.0 -0.1
-0.2 0.1 0.2
0.0 0.0 0.1
0.0 0.0 0.0
0.0 -0.1 -0.1
0.0 0.0 0.0
0.0 0.0 0.0
0.0 0.0 0.0
0.0 0.0 0.0
0.0 0.0 0.0
0.0 0.0 0.0
0.0 0.0 0.0
0.0 0.0 0.0
0.0 0.0 0.0
0.0 0.0 0.0

E_tot: -84402.5113 eV
HOMO-LUMO gap (spin up / spin down): 0.2358 / 0.2090 Ha
F_max: 0.83 eV/A
Net charge: +2

***

Summary of M in g mol⁻¹
200.18 579.53
(order as listed above)